# 1
{
  "formula": "C10H28O4",
  "method": "ωB97M-V/def2-TZVPD",
  "smiles": "CC(C)O.CC(C)O.CC(C)O.CO",
  "gap_ha": 0.35399,
  "symbols": ["C", "C", "C", "O", "H", "H", "H", "H", "H", "H", "H", "H", "C", "C", "C", "O", "H", "H", "H", "H", "H", "H", "H", "H", "C", "C", "C", "O", "H", "H", "H", "H", "H", "H", "H", "H", "C", "O", "H", "H", "H", "H"],
  "positions_angstrom": [[1.08, -1.55, -0.97], [2.26, -2.57, -1.50], [3.67, -2.02, -1.21], [2.08, -3.75, -0.87], [0.11, -1.89, -1.31], [1.28, -0.65, -1.55], [1.27, -1.10, 0.01], [2.07, -2.78, -2.55], [4.51, -2.55, -1.66], [3.87, -1.91, -0.14], [3.77, -1.02, -1.63], [2.38, -3.66, 0.04], [-3.99, -0.54, -0.40], [-3.89, 0.98, -0.54], [-2.57, 1.45, 0.07], [-3.89, 1.26, -1.92], [-4.95, -0.97, -0.68], [-3.85, -0.91, 0.62], [-3.29, -1.04, -1.07], [-4.76, 1.36, -0.02], [-2.54, 2.52, -0.15], [-1.70, 1.09, -0.48], [-2.35, 1.36, 1.13], [-3.20, 0.77, -2.37], [1.81, 0.96, 0.21], [1.10, 1.78, 1.32], [1.12, 3.25, 0.88], [-0.26, 1.33, 1.29], [2.82, 1.31, 0.02], [1.18, 0.96, -0.68], [1.81, -0.13, 0.33], [1.47, 1.50, 2.31], [2.11, 3.68, 1.03], [0.40, 3.87, 1.42], [0.85, 3.17, -0.17], [-0.72, 1.77, 2.01], [-0.07, -1.13, 1.79], [-0.72, -0.67, 0.69], [0.96, -1.40, 1.55], [-0.11, -0.37, 2.57], [-0.65, -2.01, 2.04], [-0.45, 0.24, 0.54]],
  "lowdin_charge": [-0.05, -0.45, -0.05, -0.04, 0.10, 0.06, -0.02, 0.13, 0.07, 0.08, 0.07, 0.09, -0.07, -0.47, -0.05, -0.04, 0.07, 0.08, 0.08, 0.14, 0.09, 0.08, 0.08, 0.09, -0.04, -0.38, -0.03, -0.17, 0.11, 0.09, 0.01, 0.14, 0.08, 0.08, 0.09, 0.12, -0.18, -0.18, 0.07, 0.09, 0.10, -0.06]
}

***

# 2
{
  "formula": "C10H29BGaN5O2P",
  "method": "ωB97M-V/def2-TZVPD",
  "charge": -1,
  "gap_ha": 0.22014,
  "symbols": ["C", "P", "C", "Ga", "C", "C", "C", "C", "N", "C", "N", "N", "B", "N", "O", "H", "H", "H", "H", "H", "H", "H", "H", "H", "H", "H", "H", "H", "H", "H", "H", "H", "H", "H", "H", "H", "H", "C", "O", "N", "C", "C", "H", "H", "H", "H", "H", "H", "H"],
  "positions_angstrom": [[0.56, 2.26, 1.24], [-1.20, 2.61, 1.71], [-1.56, 1.21, 2.89], [-2.61, 2.47, -0.18], [-2.50, 0.65, -1.15], [-1.48, -0.31, -0.52], [-0.95, -1.41, -1.44], [-0.04, -0.85, -2.53], [0.91, -1.87, -3.05], [2.28, -1.66, -2.73], [3.03, -2.57, -2.26], [2.82, -0.40, -3.03], [-2.09, 4.16, -1.37], [-1.43, 4.15, -2.65], [-2.41, 5.46, -0.93], [1.25, 2.73, 1.95], [0.76, 2.71, 0.26], [0.82, 1.19, 1.19], [-1.97, 1.61, 3.82], [-0.63, 0.69, 3.12], [-2.27, 0.51, 2.46], [-4.11, 2.66, 0.41], [-2.25, 0.85, -2.21], [-3.49, 0.17, -1.16], [-1.94, -0.76, 0.36], [-0.61, 0.26, -0.17], [-0.35, -2.14, -0.87], [-1.79, -1.94, -1.91], [0.49, 0.02, -2.11], [-0.63, -0.46, -3.36], [0.85, -1.86, -4.06], [2.47, -3.42, -2.18], [2.41, 0.36, -2.51], [3.82, -0.43, -2.88], [-0.92, 3.30, -2.85], [-0.86, 4.96, -2.85], [-2.47, 5.44, 0.03], [0.14, -1.92, 2.76], [-0.39, -1.67, 3.82], [1.37, -2.47, 2.63], [1.96, -2.72, 1.33], [2.10, -2.81, 3.83], [-0.33, -1.69, 1.79], [2.17, -3.79, 1.19], [2.89, -2.17, 1.21], [1.27, -2.40, 0.55], [1.55, -3.53, 4.43], [2.27, -1.93, 4.44], [3.06, -3.24, 3.55]],
  "lowdin_charge": [-0.43, 0.65, -0.39, 0.27, -0.32, -0.34, -0.21, -0.22, 0.00, -0.56, 0.12, 0.10, -0.74, 0.10, 0.00, 0.00, 0.01, 0.00, 0.01, 0.00, 0.01, -0.08, 0.02, 0.03, 0.09, 0.06, 0.08, 0.11, 0.10, 0.11, 0.11, 0.04, 0.07, 0.08, 0.03, 0.05, 0.06, -0.35, 0.01, -0.19, -0.06, -0.05, 0.12, 0.09, 0.09, 0.06, 0.09, 0.09, 0.08]
}

***

# 3
{
  "formula": "C10H29ClN7O6RuS2",
  "method": "ωB97M-V/def2-TZVPD",
  "charge": 3,
  "gap_ha": 0.26375,
  "symbols": ["Ru", "N", "C", "C", "C", "N", "H", "H", "H", "H", "H", "H", "H", "H", "H", "H", "O", "Cl", "O", "O", "O", "C", "C", "S", "O", "C", "C", "H", "H", "H", "H", "H", "H", "H", "H", "H", "H", "C", "S", "C", "O", "H", "H", "H", "H", "H", "H", "N", "N", "N", "C", "N", "N", "H", "H", "H"],
  "positions_angstrom": [[0.14, 0.27, 0.22], [-1.59, 1.38, 0.66], [-2.70, 1.71, -0.30], [-3.38, 0.44, -0.75], [-2.42, -0.38, -1.57], [-1.35, -0.91, -0.68], [-1.98, 0.97, 1.50], [-1.12, 2.26, 0.89], [-2.28, 2.26, -1.14], [-3.40, 2.37, 0.21], [-4.27, 0.68, -1.34], [-3.73, -0.13, 0.12], [-1.94, 0.21, -2.35], [-2.92, -1.22, -2.04], [-0.71, -1.50, -1.21], [-1.76, -1.47, 0.07], [0.60, 2.54, 0.01], [0.63, 2.48, -1.50], [-0.27, 3.36, -2.11], [1.95, 2.55, -1.98], [0.10, 1.06, -1.68], [1.03, -5.40, 1.32], [0.86, -4.23, 0.35], [0.93, -2.70, 1.28], [0.69, -1.62, 0.13], [2.67, -2.57, 1.70], [3.66, -2.86, 0.58], [0.97, -6.32, 0.74], [0.23, -5.43, 2.06], [1.99, -5.39, 1.82], [-0.12, -4.22, -0.12], [1.63, -4.19, -0.42], [2.79, -3.24, 2.55], [2.75, -1.54, 2.08], [3.74, -3.92, 0.38], [4.65, -2.51, 0.89], [3.39, -2.34, -0.34], [-0.27, -0.30, 4.78], [0.74, 0.33, 3.48], [0.33, 2.06, 3.55], [0.02, -0.25, 2.20], [-1.31, -0.04, 4.59], [0.08, 0.16, 5.71], [-0.14, -1.38, 4.83], [0.96, 2.52, 4.32], [-0.72, 2.20, 3.80], [0.59, 2.51, 2.59], [4.71, 0.35, -2.17], [3.87, 0.53, -1.13], [4.23, 1.27, -0.10], [3.18, 1.15, 0.68], [2.25, 0.34, 0.14], [2.73, -0.04, -1.06], [5.47, 1.01, -2.18], [4.25, 0.12, -3.04], [3.11, 1.60, 1.66]],
  "lowdin_charge": [1.45, -0.03, -0.16, -0.15, -0.16, -0.02, 0.12, 0.09, 0.12, 0.15, 0.15, 0.13, 0.13, 0.15, 0.12, 0.13, -0.40, 0.80, -0.16, -0.20, -0.44, -0.09, -0.36, 1.08, -0.67, -0.36, -0.09, 0.11, 0.09, 0.08, 0.10, 0.10, 0.11, 0.06, 0.09, 0.10, 0.06, -0.20, 0.97, -0.21, -0.72, 0.08, 0.10, 0.08, 0.09, 0.08, 0.04, 0.21, -0.25, 0.20, -0.15, -0.13, 0.10, 0.14, 0.14, 0.13]
}

***

# 4
{
  "formula": "C10H29MnNP",
  "method": "ωB97M-V/def2-TZVPD",
  "s_squared": 3.83,
  "multiplicity": 4,
  "charge": 1,
  "gap_ha": [0.32869, 0.31156],
  "symbols": ["C", "Mn", "N", "H", "H", "H", "H", "H", "H", "H", "H", "C", "C", "C", "P", "C", "C", "C", "C", "C", "C", "H", "H", "H", "H", "H", "H", "H", "H", "H", "H", "H", "H", "H", "H", "H", "H", "H", "H", "H", "H", "H"],
  "positions_angstrom": [[-1.81, -1.71, -3.17], [-0.97, -0.37, -1.98], [0.60, 0.13, -3.44], [-2.04, -1.17, -0.94], [-2.50, -0.50, -1.22], [-2.78, -1.99, -2.76], [-1.16, -2.59, -3.29], [-1.92, -1.14, -4.09], [1.54, -0.24, -3.27], [0.72, 1.15, -3.55], [0.34, -0.21, -4.37], [-0.83, 2.87, 0.15], [0.31, 1.93, 0.57], [0.64, 2.13, 2.05], [0.02, 0.18, 0.07], [1.73, -0.54, -0.19], [2.71, -0.27, 0.94], [1.66, -2.02, -0.58], [-0.93, -0.69, 1.40], [-0.17, -0.96, 2.70], [-2.27, -0.01, 1.66], [-1.76, 2.63, 0.68], [-1.02, 2.84, -0.93], [-0.56, 3.90, 0.41], [1.21, 2.20, -0.02], [-0.24, 2.03, 2.70], [1.43, 1.46, 2.42], [1.02, 3.16, 2.18], [2.09, 0.04, -1.06], [2.41, -0.75, 1.89], [3.69, -0.69, 0.67], [2.86, 0.80, 1.12], [0.94, -2.23, -1.39], [2.65, -2.34, -0.94], [1.40, -2.65, 0.28], [-1.13, -1.68, 0.93], [0.03, -0.04, 3.25], [-0.81, -1.58, 3.34], [0.77, -1.50, 2.55], [-2.86, 0.11, 0.75], [-2.86, -0.66, 2.34], [-2.17, 0.97, 2.15]],
  "lowdin_charge": [-0.23, 0.37, 0.04, 0.06, 0.09, 0.00, 0.02, 0.00, 0.07, 0.08, 0.08, -0.12, -0.53, -0.11, 1.00, -0.54, -0.10, -0.10, -0.54, -0.10, -0.11, 0.07, 0.07, 0.09, 0.11, 0.08, 0.06, 0.10, 0.09, 0.07, 0.09, 0.07, 0.06, 0.09, 0.09, 0.10, 0.07, 0.09, 0.06, 0.05, 0.10, 0.07]
}

***

# 5
{
  "formula": "C10H30BaN2O11",
  "method": "ωB97M-V/def2-TZVPD",
  "gap_ha": 0.24862,
  "symbols": ["Ba", "N", "O", "O", "O", "N", "O", "O", "O", "C", "C", "O", "H", "H", "H", "H", "H", "H", "C", "C", "O", "H", "H", "H", "H", "H", "H", "C", "C", "O", "H", "H", "H", "H", "H", "H", "C", "C", "O", "H", "H", "H", "H", "H", "H", "C", "C", "O", "H", "H", "H", "H", "H", "H"],
  "positions_angstrom": [[-0.25, -0.14, -0.63], [0.10, 3.55, -0.34], [-0.21, 2.45, 0.19], [-0.29, 3.82, -1.51], [0.85, 4.35, 0.22], [2.62, 1.31, -2.71], [2.54, 2.38, -2.06], [3.58, 1.13, -3.47], [1.69, 0.48, -2.57], [1.48, -3.56, -2.06], [2.56, -2.64, -1.52], [2.08, -1.57, -0.68], [0.79, -3.95, -1.31], [1.99, -4.46, -2.42], [0.95, -3.20, -2.94], [3.16, -2.20, -2.32], [3.16, -3.30, -0.88], [2.86, -1.31, -0.18], [-3.43, 2.82, -3.48], [-2.53, 1.59, -3.56], [-1.60, 1.57, -2.50], [-4.11, 2.76, -2.63], [-4.06, 2.88, -4.37], [-2.84, 3.73, -3.41], [-1.96, 1.57, -4.49], [-3.19, 0.72, -3.60], [-1.01, 2.35, -2.54], [2.76, 0.09, 3.56], [1.50, 0.70, 2.92], [1.65, 0.62, 1.50], [3.67, 0.66, 3.38], [3.02, -0.92, 3.24], [2.61, 0.01, 4.64], [1.35, 1.75, 3.19], [0.67, 0.06, 3.22], [2.48, 1.07, 1.28], [0.42, -3.77, 3.05], [0.84, -3.09, 1.75], [-0.27, -2.30, 1.27], [0.22, -3.02, 3.81], [1.28, -4.37, 3.35], [-0.45, -4.40, 2.86], [1.03, -3.85, 0.99], [1.71, -2.45, 1.85], [-0.98, -2.95, 1.19], [-3.38, 2.33, 0.90], [-2.96, 1.05, 1.67], [-2.54, 0.03, 0.75], [-4.42, 2.53, 1.20], [-3.19, 2.23, -0.16], [-2.88, 3.20, 1.32], [-3.75, 0.77, 2.36], [-2.02, 1.38, 2.12], [-3.32, -0.49, 0.53]],
  "lowdin_charge": [2.05, -0.57, -0.25, -0.05, 0.02, -0.61, -0.04, -0.02, -0.23, -0.08, -0.27, -0.27, 0.06, 0.08, 0.08, 0.13, 0.12, 0.09, -0.08, -0.31, -0.24, 0.07, 0.07, 0.08, 0.12, 0.11, 0.06, -0.08, -0.26, -0.20, 0.08, 0.06, 0.07, 0.12, 0.11, 0.10, -0.06, -0.29, -0.22, 0.08, 0.08, 0.08, 0.10, 0.10, 0.08, -0.06, -0.25, -0.28, 0.07, 0.06, 0.08, 0.12, 0.10, 0.09]
}

***

# 6
{
  "formula": "C10H30BrN6O4",
  "method": "ωB97M-V/def2-TZVPD",
  "charge": -1,
  "gap_ha": 0.29534,
  "symbols": ["Br", "C", "O", "N", "N", "H", "H", "H", "H", "C", "O", "N", "N", "H", "H", "H", "H", "C", "C", "C", "O", "C", "N", "H", "H", "H", "H", "H", "H", "H", "H", "H", "H", "H", "C", "C", "C", "O", "C", "N", "H", "H", "H", "H", "H", "H", "H", "H", "H", "H", "H"],
  "positions_angstrom": [[0.30, 2.70, -0.02], [-0.73, 2.70, 4.14], [-0.81, 2.87, 5.35], [-1.75, 2.11, 3.43], [0.33, 3.06, 3.38], [-1.71, 2.09, 2.42], [-2.53, 1.78, 3.97], [0.36, 2.81, 2.39], [1.07, 3.60, 3.78], [0.70, -0.17, -3.03], [0.56, 0.89, -3.59], [0.76, -0.34, -1.68], [0.81, -1.37, -3.73], [0.90, -1.25, -1.27], [0.67, 0.43, -1.02], [0.68, -1.37, -4.72], [0.62, -2.23, -3.24], [-3.83, 1.52, 0.07], [-3.42, 0.06, 0.28], [-4.42, -0.81, -0.48], [-4.14, -2.17, -0.29], [-5.27, -2.99, -0.53], [-2.08, -0.19, -0.26], [-4.83, 1.76, 0.45], [-3.87, 1.76, -1.00], [-3.09, 2.19, 0.51], [-3.49, -0.25, 1.32], [-4.38, -0.56, -1.55], [-5.44, -0.57, -0.16], [-5.96, -2.91, 0.32], [-4.92, -4.02, -0.61], [-5.77, -2.72, -1.46], [-1.50, 0.64, -0.13], [-2.14, -0.21, -1.27], [4.36, 0.70, -1.16], [3.79, 0.12, 0.12], [4.70, -0.89, 0.78], [5.02, -2.02, -0.02], [3.92, -2.68, -0.62], [3.51, 1.18, 1.08], [3.66, 1.44, -1.55], [4.52, -0.05, -1.93], [5.33, 1.18, -0.97], [2.86, -0.38, -0.19], [4.26, -1.22, 1.73], [5.65, -0.40, 0.98], [4.36, -3.55, -1.09], [3.38, -2.05, -1.32], [3.22, -3.03, 0.16], [3.08, 1.96, 0.58], [2.74, 0.90, 1.68]],
  "lowdin_charge": [-0.21, -0.70, -0.02, 0.15, 0.13, 0.05, 0.09, -0.09, 0.10, -0.68, 0.02, 0.14, 0.12, 0.08, -0.05, 0.08, 0.08, -0.07, -0.43, -0.25, -0.18, -0.12, 0.04, 0.07, 0.08, 0.05, 0.13, 0.13, 0.12, 0.09, 0.08, 0.08, -0.04, 0.07, -0.05, -0.48, -0.21, -0.20, -0.12, 0.04, 0.08, 0.07, 0.08, 0.09, 0.12, 0.12, 0.09, 0.06, 0.09, 0.00, 0.06]
}

***

Number 1: electronic energy -19009.2344 eV, largest force on an atom 5.2 eV/A. Number 2: electronic energy -84729.8072 eV, largest force on an atom 0.7 eV/A. Number 3: electronic energy -70293.2171 eV, largest force on an atom 1.7 eV/A. Number 4: electronic energy -52931.6392 eV, largest force on an atom 0.9 eV/A. Number 5: electronic energy -37047.2813 eV, largest force on an atom 2.9 eV/A. Number 6: electronic energy -98034.2229 eV, largest force on an atom 1.1 eV/A.